1.
Below is C25H29IrN2O10Se as an isolated structure at a distorted geometry, with properties calculated with ωB97M-V with the def2-TZVPD basis set.

ΔE to the lowest compared entry with this formula, charge and spin: 111.53 kcal per mole
frontier orbital gap (alpha / beta): 5.03 / 4.49 eV
total energy: -4337.75062 Ha
2S+1: 2
largest force on an atom: 4.31 eV/A
net charge: -1

Last column: Löwdin charge in e.
Cartesian coordinates (Å):
Ir  0.5628  1.0208  0.0719  1.49
Se  -2.0442  -0.6259  0.0785  1.07
O  1.0844  -1.2170  1.1638  -0.14
O  2.7433  0.3446  -0.6486  -0.07
O  2.3488  2.4145  -0.0380  -0.07
O  -0.4824  0.0099  4.1100  0.03
O  8.5044  2.5868  -1.5468  0.03
O  -0.0450  0.9843  2.1386  -0.18
O  -2.4198  3.2988  -1.6532  0.05
O  7.5368  0.7804  -2.6109  0.03
O  -1.2773  2.0924  -0.1325  -0.21
O  -0.8493  -0.5457  -3.4797  0.03
N  0.1122  0.8327  -1.9159  -0.12
N  0.1671  -2.4294  -1.1919  -0.03
C  -5.8384  -0.6356  1.7839  -0.03
C  -1.5424  2.5217  -1.3239  -0.65
C  6.6044  1.4040  -1.8133  -0.20
C  5.2967  1.0596  -1.6110  0.08
C  5.1319  2.9738  -0.1272  -0.01
C  2.1351  -1.1656  3.2862  -0.01
C  3.1305  1.5219  -0.4644  -0.61
C  -0.0737  -0.3667  -2.5460  -0.55
C  -6.0986  -1.0989  -0.5477  -0.02
C  0.8446  -1.5130  -2.1243  -0.19
C  0.0163  -2.5011  2.9339  -0.02
C  8.7272  1.5469  -2.4952  -0.15
C  -3.9093  -0.6732  0.3514  -0.47
C  6.4761  3.2980  -0.3315  0.02
C  -6.6668  -0.9488  0.7141  -0.27
C  4.5556  1.8769  -0.7462  -0.13
C  -3.6398  -0.1317  2.8416  -0.05
C  -0.6049  1.9804  -2.3996  -0.14
C  7.1849  2.4900  -1.1826  -0.22
C  -4.4657  -0.4875  1.6334  -0.28
C  0.8028  -1.2584  2.5549  -0.54
C  -4.7352  -0.9602  -0.7571  -0.29
C  0.0077  0.0172  2.9856  -0.63
C  -4.1682  -1.1432  -2.1402  -0.08
C  -8.1483  -1.1175  0.9223  -0.06
H  6.9392  4.1456  0.1556  0.12
H  -1.1837  1.7604  -3.2906  0.12
H  2.7115  -2.0854  3.1544  0.08
H  8.9806  1.9857  -3.4641  0.13
H  0.8081  -3.1658  -0.9218  0.08
H  -3.5612  -2.0493  -2.1917  0.07
H  -0.6222  -2.8631  -1.6565  0.07
H  1.9618  -0.9864  4.3464  0.09
H  -8.6503  -1.3662  -0.0126  0.07
H  0.6286  -3.3991  2.8096  0.08
H  9.5457  0.9104  -2.1549  0.13
H  1.7238  -1.1131  -1.6356  0.07
H  -4.0161  0.7850  3.2981  0.09
H  -4.9667  -1.2232  -2.8783  0.07
H  -0.2997  -2.4128  3.9713  0.09
H  1.1335  -2.0203  -3.0492  0.11
H  0.3875  -1.6505  0.6347  0.00
H  4.8341  0.2058  -2.0862  0.13
H  -8.3471  -1.9139  1.6426  0.08
H  -8.5901  -0.1997  1.3166  0.08
H  -6.7381  -1.3314  -1.3932  0.11
H  -0.8757  -2.5877  2.3067  0.07
H  -3.5143  -0.3173  -2.4190  0.06
H  -2.5935  0.0268  2.5981  0.02
H  -6.2734  -0.5012  2.7703  0.12
H  4.5157  3.5774  0.5253  0.12
H  0.0882  2.8075  -2.5827  0.13
H  -3.6976  -0.9223  3.5923  0.09
H  2.7070  -0.3322  2.8723  0.09

***

2.
Below is C25H29IrN2O3P2S4 as an isolated structure at a distorted geometry, with properties calculated with ωB97M-V with the def2-TZVPD basis set.

ΔE to the lowest compared entry with this formula, charge and spin: 28.96 kcal per mole
frontier orbital gap (alpha / beta): 7.21 / 6.95 eV
total energy: -3685.30208 Ha
2S+1: 2
largest force on an atom: 2.10 eV/A
net charge: -1

Last column: Löwdin charge in e.
Cartesian coordinates (Å):
Ir  0.7937  -1.0808  -0.0644  0.60
S  2.4123  -2.6345  -0.9098  0.24
S  5.0551  -0.8174  0.2398  0.25
S  -3.3499  1.1871  1.7148  0.26
S  -1.0579  -0.3025  -1.0140  0.30
P  -2.5584  0.9887  -0.0855  0.26
P  4.0642  -2.4724  0.2816  -0.16
O  3.6385  -2.9633  1.7670  -0.35
O  -0.3971  -2.4687  1.3522  -0.14
O  5.0093  -3.7106  -0.1126  -0.36
N  3.0497  5.8794  0.1069  0.13
N  -1.4032  -1.0684  2.7955  0.16
C  -3.6661  0.5873  -2.6285  -0.12
C  -0.5843  4.3048  -1.4973  -0.07
C  -4.6760  0.2937  -3.5245  -0.09
C  1.5957  0.6896  0.0745  -0.44
C  2.6330  2.6004  -1.0184  -0.06
C  -5.9433  -0.0429  -3.0636  -0.10
C  4.3481  -5.6533  -1.3877  -0.09
C  2.8793  -2.1376  2.6495  -0.32
C  -2.7778  -2.5893  1.4917  0.00
C  2.2245  1.2824  -1.0428  -0.15
C  2.7775  4.7608  0.1156  -0.22
C  -6.1819  -0.1057  -1.7020  -0.10
C  2.4214  3.3795  0.1199  -0.27
C  -3.9044  0.5418  -1.2555  -0.42
C  1.4296  1.4883  1.2225  -0.12
C  1.8307  2.8103  1.2470  -0.04
C  -1.5727  5.2722  -1.4548  -0.09
C  -3.1445  3.6312  -0.6826  -0.11
C  4.5501  -5.0635  -0.0078  -0.31
C  -2.8600  4.9285  -1.0596  -0.09
C  -0.8686  2.9988  -1.1188  -0.09
C  -5.1650  0.1811  -0.8020  -0.12
C  3.7723  -1.3411  3.5792  -0.09
C  -1.4343  -2.0347  1.8638  -0.63
C  -2.1449  2.6584  -0.7019  -0.39
H  -4.4750  0.3262  -4.5869  0.10
H  -6.7382  -0.2562  -3.7660  0.10
H  3.1253  3.0371  -1.8786  0.12
H  0.4156  4.5625  -1.8193  0.10
H  -4.1410  3.3671  -0.3490  0.10
H  -0.5183  -0.5905  2.8943  0.09
H  5.3281  -5.6040  0.5370  0.12
H  -3.6415  5.6773  -1.0410  0.10
H  3.1589  -0.7984  4.3012  0.07
H  0.9713  1.0725  2.1124  0.08
H  3.6299  -5.1016  0.5772  0.10
H  -3.2367  -1.8999  0.7795  0.06
H  -5.3476  0.1413  0.2650  0.05
H  3.5452  -5.1346  -1.9084  0.04
H  1.6872  3.4102  2.1369  0.12
H  -2.6475  -3.5527  1.0070  0.09
H  2.3931  0.6912  -1.9339  0.09
H  -3.4319  -2.6689  2.3580  0.09
H  -1.3435  6.2936  -1.7298  0.10
H  2.2283  -2.8162  3.2054  0.12
H  -2.6813  0.8470  -2.9915  0.09
H  4.3686  -0.6295  3.0133  0.03
H  4.0949  -6.7120  -1.3085  0.07
H  -0.0960  2.2446  -1.1493  0.05
H  -2.2227  -0.4826  2.9123  -0.02
H  4.4506  -2.0057  4.1160  0.07
H  -7.1642  -0.3730  -1.3345  0.10
H  5.2605  -5.5566  -1.9749  0.08
H  2.2333  -1.4659  2.0683  0.05

***

3.
Below is C25H29IrN2O3P2S4 as an isolated structure, with properties calculated with ωB97M-V with the def2-TZVPD basis set.

ΔE to the lowest compared entry with this formula, charge and spin: 0.51 kcal per mole
frontier orbital gap (alpha / beta): 6.70 / 6.16 eV
total energy: -3685.20986 Ha
2S+1: 6
largest force on an atom: 0.16 eV/A
net charge: -1

Last column: Löwdin charge in e.
Cartesian coordinates (Å):
Ir  0.8146  -0.7982  -0.3871  0.72
S  2.5003  -2.1749  -1.3107  0.22
S  -1.0050  -0.9888  -1.6674  0.05
S  5.3920  -1.0782  0.0971  0.25
S  -3.3592  1.2768  1.6681  0.20
P  3.9947  -2.4122  0.0887  -0.16
P  -2.6439  0.9125  -0.1665  0.48
O  4.5766  -3.8734  -0.2066  -0.35
O  3.3234  -2.6732  1.5187  -0.34
O  0.1171  -2.3129  1.2956  -0.14
N  2.7700  6.2825  1.1099  0.13
N  -0.8441  -0.7296  2.5899  0.17
C  -5.1688  -0.1799  -0.6917  -0.13
C  2.5538  1.6563  -0.2432  -0.14
C  -2.0678  2.4822  -0.9227  -0.41
C  2.9305  2.9698  -0.0161  -0.04
C  -6.1922  -0.6302  -1.5152  -0.10
C  -2.2119  -2.5492  1.7456  0.00
C  2.4751  5.1828  0.9420  -0.20
C  -0.5634  3.7314  -2.3346  -0.08
C  0.5552  1.9993  1.0248  -0.16
C  -2.1915  4.8902  -1.0047  -0.09
C  3.1048  -1.6255  2.4771  -0.32
C  -3.9211  0.5076  -2.6266  -0.12
C  -6.0846  -0.5084  -2.8924  -0.10
C  -0.8874  -1.8564  1.8637  -0.62
C  3.7838  -5.7462  -1.4867  -0.08
C  -1.1437  4.9184  -1.9163  -0.09
C  0.9147  3.3164  1.2574  -0.04
C  -1.0193  2.5173  -1.8372  -0.13
C  1.3499  1.1330  0.2602  -0.34
C  4.1006  -1.7556  3.6076  -0.08
C  -4.9453  0.0624  -3.4461  -0.09
C  3.7039  -5.0186  -0.1648  -0.31
C  2.1046  3.8109  0.7286  -0.25
C  -4.0280  0.3952  -1.2405  -0.43
C  -2.6494  3.6799  -0.5074  -0.12
H  -0.3948  1.6681  1.4317  0.03
H  -2.8845  -2.3029  2.5646  0.08
H  -3.4417  3.6568  0.2298  0.07
H  0.2654  3.9655  1.8320  0.12
H  -2.6646  -2.2124  0.8090  0.07
H  5.1122  -1.6204  3.2254  0.06
H  -2.6454  5.8151  -0.6704  0.10
H  -0.7734  5.8656  -2.2888  0.10
H  -2.0481  -3.6217  1.6770  0.09
H  0.2667  3.7450  -3.0292  0.10
H  -3.0289  0.9388  -3.0634  0.09
H  -5.2557  -0.2512  0.3854  0.06
H  -7.0782  -1.0730  -1.0766  0.10
H  3.9060  -0.9939  4.3657  0.08
H  2.0797  -1.7557  2.8229  0.10
H  -0.5382  1.5955  -2.1354  0.04
H  -6.8842  -0.8575  -3.5342  0.09
H  4.0458  -5.6429  0.6621  0.12
H  3.1945  -0.6533  1.9931  0.08
H  3.8635  3.3490  -0.4142  0.11
H  4.8141  -6.0275  -1.7081  0.08
H  3.1719  -6.6500  -1.4554  0.07
H  4.0258  -2.7395  4.0729  0.08
H  3.4166  -5.1034  -2.2866  0.06
H  -0.0076  -0.1703  2.4775  0.08
H  -4.8526  0.1578  -4.5209  0.10
H  2.6800  -4.7046  0.0439  0.09
H  3.2226  1.0197  -0.8129  0.06
H  -1.7058  -0.2102  2.7125  -0.01

***

4.
Below is a 2-piece molecular cluster, C25H29N2O overall at a distorted geometry, with properties calculated with ωB97M-V with the def2-TZVPD basis set.

ΔE to the lowest compared entry with this formula, charge and spin: 41.29 kcal per mole
frontier orbital gap: 7.25 eV
total energy: -1154.50384 Ha
largest force on an atom: 2.61 eV/A
net charge: +1

Last column: Löwdin charge in e.
Cartesian coordinates (Å):
O  1.5068  -6.2128  -0.5863  -0.08
N  0.5676  -3.7924  0.0241  0.00
N  1.2472  1.9965  -0.2320  -0.03
C  0.5829  -5.6526  -1.5043  -0.28
C  -3.0109  4.6629  -0.8006  -0.07
C  -0.7103  3.9696  -1.1041  -0.05
C  -2.9440  4.2950  0.5488  -0.06
C  3.3385  0.2435  0.7880  -0.05
C  -4.7993  -0.2148  0.7158  -0.06
C  -1.7703  3.7460  1.0648  -0.03
C  5.3049  -1.0291  0.1607  -0.06
C  -0.7103  0.5827  -0.5185  -0.05
C  -0.6693  3.5441  0.2245  -0.24
C  0.5585  2.8622  0.7626  -0.07
C  5.5794  -0.1026  -0.8533  -0.06
C  -0.2942  -4.7557  -0.6550  -0.28
C  4.7265  0.9812  -1.0586  -0.04
C  -1.8919  4.5010  -1.6274  -0.06
C  2.6656  2.3007  -0.5320  -0.08
C  3.5916  1.1408  -0.2559  -0.23
C  -2.6519  -1.6443  1.8118  -0.03
C  -5.0346  -1.2364  1.6494  -0.06
C  -3.4980  0.0987  0.3305  -0.02
C  4.1827  -0.8553  0.9800  -0.06
C  -1.0454  -0.3389  0.4405  -0.02
C  -2.3954  -0.6216  0.8598  -0.22
C  -3.9546  -1.9502  2.1955  -0.07
C  0.6507  0.9437  -0.7705  0.03
H  -1.9276  4.7869  -2.6791  0.11
H  -1.0717  -4.2837  -1.2814  0.11
H  -0.7699  -5.3599  0.1289  0.12
H  2.4755  0.3939  1.4454  0.11
H  -0.2379  -0.8740  0.9480  0.12
H  4.9164  1.7197  -1.8429  0.12
H  -1.4738  1.0567  -1.1462  0.13
H  -4.1329  -2.7460  2.9226  0.11
H  0.2935  2.2567  1.6449  0.14
H  -0.0625  -6.4049  -1.9816  0.12
H  1.2950  3.6110  1.0883  0.14
H  2.9312  3.1829  0.0676  0.14
H  1.9661  -6.9564  -1.0087  0.10
H  -6.0544  -1.4727  1.9562  0.11
H  2.7412  2.5809  -1.5966  0.14
H  0.1796  3.8613  -1.7332  0.12
H  -1.6921  3.4505  2.1159  0.12
H  5.9724  -1.8777  0.3178  0.11
H  -3.3198  0.9039  -0.3903  0.10
H  0.0210  -3.0552  0.4598  0.03
H  3.9597  -1.5656  1.7758  0.11
H  6.4571  -0.2207  -1.4877  0.11
H  -3.8047  4.4365  1.2045  0.11
H  -3.9312  5.0885  -1.2055  0.11
H  1.1188  -5.0335  -2.2379  0.11
H  1.2040  -3.3813  -0.6583  0.07
H  1.2631  0.2915  -1.4084  0.17
H  -1.8003  -2.1919  2.2316  0.12
H  -5.6384  0.3405  0.2920  0.11

***

What is the formula in the second record?
C25H29IrN2O3P2S4